# 1
DFT (wB97M-V/def2-TZVPD) results for a cluster of 2 separate species, C10H11Cl2N2O in total at a distorted geometry.

Last column: natural (NBO) charge in e.
Geometry (Å):
1 Cl 3.89 -1.40 1.65  0.15
2 Cl -1.59 -2.96 0.00  0.01
3 O 1.81 -0.59 -0.46  -0.33
4 N -2.98 -2.99 -2.25  -0.59
5 N -2.27 -1.98 -4.11  -0.76
6 C 2.65 0.55 3.09  -0.46
7 C -3.09 -2.74 -3.60  0.27
8 C 1.81 1.93 2.95  -0.46
9 C -1.95 -2.51 -1.58  -0.13
10 C 0.30 1.12 -0.44  -0.24
11 C 0.94 0.19 -1.14  0.21
12 C 1.95 0.03 0.70  0.24
13 C 1.00 1.12 0.78  -0.11
14 C 2.63 -0.28 1.83  0.11
15 C 0.91 1.95 1.81  0.05
16 H -1.32 -1.82 -2.15  0.22
17 H 0.06 2.74 1.76  0.25
18 H -3.69 -3.45 -4.12  0.17
19 H -2.10 -1.56 -5.01  0.40
20 H 0.83 -0.15 -2.13  0.24
21 H 2.14 -0.15 3.70  0.26
22 H 2.51 2.79 2.93  0.27
23 H 3.72 0.63 3.52  0.28
24 H -0.53 1.84 -0.69  0.28
25 H -3.52 -3.59 -1.66  0.42
26 H 1.23 1.90 3.76  0.25

Results
- charge = +1
- calculated total energy (hartree) = -1492.34743
- relative energy (zero: lowest compared OMol25 entry of this formula, charge and spin) (kcal/mol) = 0.00
- E_HOMO (spin up / spin down) (eV) = -8.741 / -11.644
- multiplicity = 3
- LUMO energy (spin up / spin down) (eV) = -4.55 / -6.66

***

# 2
DFT (wB97M-V/def2-TZVPD) results for a structure of composition C35H67BBrFI2N6O8S.

Last column: Löwdin charge in e.
Geometry (Å):
1 I 4.89 -4.05 -6.48  0.73
2 I 6.08 -0.81 -5.49  0.85
3 Br 4.53 -1.34 -8.36  0.56
4 S 3.49 -2.62 -3.49  0.88
5 F 1.29 -0.12 -7.25  -0.01
6 O 0.44 -3.74 -2.93  0.18
7 O 3.23 -1.61 -6.07  -0.39
8 O 0.60 -1.46 -2.40  0.05
9 O -0.02 2.52 1.19  -0.01
10 O 1.37 5.49 3.75  -0.01
11 O -2.19 -6.34 -4.64  0.01
12 O -1.89 -0.29 3.48  -0.18
13 O -2.24 3.84 8.37  0.00
14 N -1.71 -0.69 -4.58  0.16
15 N 0.10 4.53 0.15  -0.18
16 N -1.37 3.68 10.45  -0.20
17 N -0.30 5.63 5.28  -0.18
18 N 0.33 -1.34 -5.55  0.02
19 N -3.77 -7.12 -3.21  -0.19
20 C 3.00 0.35 0.67  -0.17
21 C -1.94 0.13 2.12  -0.10
22 C 0.46 -1.20 -6.99  -0.34
23 C -4.27 -8.22 -2.41  -0.06
24 C -2.66 -7.23 -3.96  -0.34
25 C 2.79 0.82 -1.86  -0.18
26 C 2.52 -0.88 2.83  -0.19
27 C -0.56 -0.48 3.90  -0.25
28 C 1.29 -2.17 -4.82  -0.19
29 C 1.95 -0.41 1.50  -0.21
30 C 2.70 -1.53 -4.70  -0.63
31 C -1.35 3.01 11.74  -0.06
32 C 1.59 -1.74 3.74  -0.19
33 C -0.45 4.78 10.21  -0.04
34 C -1.08 -0.04 -1.43  -0.07
35 C 3.20 -0.17 -0.78  -0.20
36 C -0.66 4.06 -1.00  -0.03
37 C -1.58 -2.89 -5.52  0.02
38 C 0.22 5.29 4.09  -0.35
39 C -1.68 5.37 5.64  -0.04
40 C 0.10 -1.77 3.40  -0.19
41 C -0.56 -1.47 -1.55  -0.20
42 C 3.47 0.55 -3.22  -0.21
43 C -2.98 -0.95 -4.26  -0.13
44 C 0.92 -2.38 -7.82  -0.02
45 C 0.36 3.68 1.15  -0.33
46 C 0.58 5.90 0.18  -0.05
47 C -3.62 -2.16 -4.53  -0.06
48 C -2.20 3.31 9.47  -0.34
49 C 4.48 -1.90 -6.45  -1.69
50 C 0.57 6.27 6.25  -0.04
51 C -4.48 -5.85 -3.20  -0.04
52 C 2.58 -0.05 -4.31  -0.13
53 C -1.03 -1.65 -5.20  -0.30
54 C -2.89 -3.16 -5.17  -0.05
55 B 0.75 -2.46 -3.31  -0.74
56 H 4.64 -1.98 -3.22  -0.14
57 H 3.81 1.52 -3.59  0.10
58 H -0.15 3.22 -1.47  0.08
59 H 2.76 1.41 0.65  0.10
60 H 1.55 0.16 -4.05  0.11
61 H -0.37 2.58 11.94  0.09
62 H 1.28 -1.99 -8.77  0.08
63 H -1.80 -0.73 1.47  0.07
64 H 0.00 6.47 7.15  0.08
65 H -3.54 -0.16 -3.76  0.11
66 H -0.10 -1.97 2.36  0.09
67 H 3.40 -1.47 2.59  0.10
68 H 4.25 -0.43 -0.88  0.10
69 H 2.65 -1.11 -0.88  0.09
70 H -0.26 6.59 0.13  0.09
71 H 0.14 4.95 11.10  0.09
72 H -0.25 -1.81 -0.56  0.11
73 H 1.45 -3.17 -5.26  0.13
74 H 0.96 4.13 1.96  0.11
75 H 2.87 -0.04 3.43  0.11
76 H -1.73 4.72 6.51  0.05
77 H 1.71 0.84 -1.97  0.09
78 H -1.32 -2.14 -1.92  0.11
79 H -5.35 -5.93 -2.55  0.09
80 H -1.65 3.72 -0.68  0.09
81 H -2.15 -0.01 -1.25  0.08
82 H -2.85 2.46 9.74  0.14
83 H -0.36 -2.58 3.96  0.11
84 H -1.01 5.69 9.97  0.09
85 H -4.65 -2.34 -4.26  0.10
86 H 1.56 -1.27 0.97  0.10
87 H 0.72 -4.39 -3.58  0.10
88 H 1.96 -2.76 3.79  0.10
89 H -2.19 4.88 4.80  0.09
90 H 1.42 5.63 6.49  0.09
91 H 1.65 -1.35 4.76  0.10
92 H -0.52 -0.90 -7.35  0.15
93 H -0.59 -0.53 4.99  0.12
94 H 0.09 -3.03 -8.06  0.08
95 H 1.12 0.27 1.67  0.08
96 H -4.30 -7.95 -1.36  0.09
97 H 1.24 6.09 -0.67  0.09
98 H -2.19 -8.23 -3.90  0.13
99 H 1.74 -2.94 -7.39  0.05
100 H 3.95 0.24 1.18  0.10
101 H 0.20 4.55 9.37  0.09
102 H -1.59 3.72 12.54  0.09
103 H -3.63 -9.09 -2.53  0.08
104 H -0.52 4.81 3.42  0.13
105 H -1.18 0.88 1.94  0.05
106 H -2.92 0.56 1.93  0.09
107 H -5.28 -8.49 -2.73  0.09
108 H 0.96 7.21 5.85  0.09
109 H -1.01 -3.67 -6.02  0.12
110 H -3.31 -4.13 -5.38  0.08
111 H -0.53 0.51 -0.68  0.06
112 H 1.13 6.07 1.10  0.08
113 H -2.19 6.31 5.86  0.09
114 H 3.12 1.80 -1.53  0.10
115 H -0.90 0.44 -2.38  0.06
116 H 2.75 0.50 -5.23  0.12
117 H -0.77 4.87 -1.71  0.09
118 H -4.81 -5.60 -4.21  0.09
119 H -3.83 -5.06 -2.84  0.09
120 H 4.37 -0.02 -3.02  0.03
121 H -2.09 2.21 11.75  0.08
122 H 0.04 0.39 3.63  0.12

Results
- charge = 0
- calculated total energy (hartree) = -5996.61960
- E_HOMO (eV) = -8.631
- multiplicity = 1
- LUMO energy (eV) = -0.40

***

# 3
DFT (wB97M-V/def2-TZVPD) results for a structure of composition C22H40AsF3IrS2Si4Te.

Last column: Löwdin spin population.
Geometry (Å):
1 Ir 0.76 0.62 -0.49  0.37
2 Te -1.59 0.16 -1.44  0.49
3 As 3.62 -1.03 -2.19  0.00
4 S 0.00 2.64 2.08  -0.02
5 S 1.49 -1.08 -2.05  0.01
6 Si -4.82 1.23 0.77  0.01
7 Si -3.37 -0.53 0.22  0.05
8 Si -4.59 -2.05 -1.09  0.02
9 Si -2.43 -1.70 2.03  0.00
10 F 9.91 2.84 0.36  0.00
11 F 9.26 4.26 1.84  0.00
12 F 9.34 4.83 -0.25  0.00
13 C 2.58 1.39 -0.21  0.01
14 C 9.02 3.83 0.58  0.00
15 C -3.80 -2.78 2.73  0.00
16 C 4.31 0.59 -2.97  0.00
17 C -3.66 -3.68 -1.23  0.00
18 C -1.02 -2.78 1.42  0.00
19 C 0.26 1.74 0.86  -0.01
20 C 6.80 3.86 -0.58  0.00
21 C -5.95 0.63 2.14  0.00
22 C 7.13 2.37 1.28  0.00
23 C -6.26 -2.38 -0.29  0.00
24 C -3.91 2.75 1.36  0.00
25 C 4.55 -1.47 -0.57  0.00
26 C -5.83 1.69 -0.74  0.00
27 C -1.79 -0.56 3.37  0.00
28 C 5.01 2.40 0.13  0.00
29 C 3.68 1.88 -0.04  0.03
30 C 4.11 -2.42 -3.42  0.00
31 C 5.50 3.39 -0.73  0.00
32 C -4.86 -1.37 -2.82  0.00
33 C 5.84 1.90 1.14  0.00
34 C 7.61 3.35 0.42  0.00
35 H -0.95 0.02 3.01  0.00
36 H -3.35 2.55 2.27  0.00
37 H -2.65 -3.53 -1.62  0.00
38 H 4.86 3.79 -1.50  0.00
39 H -4.19 -4.35 -1.92  0.00
40 H 3.85 1.43 -2.46  0.00
41 H 3.76 -3.37 -3.03  0.00
42 H -5.18 1.96 -1.58  0.00
43 H -4.16 -3.50 2.00  0.00
44 H -5.47 -2.06 -3.40  0.00
45 H -0.30 -2.18 0.84  0.00
46 H -6.47 0.86 -1.07  0.00
47 H 4.07 -0.96 0.26  0.00
48 H -4.65 -2.18 3.06  0.00
49 H 7.17 4.63 -1.25  0.00
50 H -1.45 -1.16 4.23  0.00
51 H -5.38 -0.40 -2.80  0.00
52 H -2.56 0.13 3.73  0.00
53 H 5.45 1.15 1.81  0.00
54 H 5.59 -1.16 -0.65  0.00
55 H -0.49 -3.22 2.27  0.00
56 H 3.64 -2.23 -4.38  0.00
57 H -3.20 3.12 0.61  0.00
58 H -6.15 -2.74 0.73  0.00
59 H 5.39 0.62 -2.86  0.00
60 H -1.37 -3.59 0.78  0.00
61 H -6.71 1.39 2.36  0.00
62 H -6.47 2.54 -0.52  0.00
63 H -6.88 -1.47 -0.26  0.00
64 H 4.03 0.58 -4.02  0.00
65 H 7.77 1.99 2.06  0.00
66 H -4.62 3.56 1.57  0.00
67 H 4.49 -2.55 -0.44  0.00
68 H -5.38 0.45 3.06  0.00
69 H -6.81 -3.13 -0.86  0.00
70 H -3.43 -3.34 3.60  0.00
71 H -6.46 -0.29 1.88  0.00
72 H -3.59 -4.18 -0.27  0.00
73 H -3.91 -1.23 -3.34  0.00
74 H 5.20 -2.45 -3.53  0.00

Results
- charge = 0
- calculated total energy (hartree) = -5724.44058
- relative energy (zero: lowest compared OMol25 entry of this formula, charge and spin) (kcal/mol) = 0.00
- E_HOMO (spin up / spin down) (eV) = -7.642 / -7.643
- multiplicity = 2
- LUMO energy (spin up / spin down) (eV) = 0.24 / -1.77

***

# 4
DFT (wB97M-V/def2-TZVPD) results for a cluster of 3 separate species, C17H31N3O8P2 in total at a distorted geometry.

Last column: natural (NBO) charge in e.
Geometry (Å):
1 P -4.50 -5.25 1.26  2.26
2 P -1.29 5.54 0.89  2.26
3 O -5.48 -6.66 1.19  -0.64
4 O -2.36 4.51 1.20  -0.99
5 O -2.46 6.65 0.29  -0.65
6 O -3.50 -3.86 1.47  -0.68
7 O -0.04 4.54 1.52  -0.67
8 O -5.85 -4.32 1.33  -0.82
9 O -4.06 -5.42 -0.18  -0.99
10 O -0.72 5.32 -0.64  -0.83
11 N 6.63 -2.43 -1.54  -0.85
12 N 1.47 1.58 -1.79  -0.40
13 N 3.53 -0.82 -1.38  -0.41
14 C 1.58 -2.37 -0.76  -0.22
15 C -6.21 -6.97 2.38  -0.28
16 C 0.08 -2.65 -0.47  -0.21
17 C -0.41 -0.04 -1.12  -0.24
18 C 1.13 0.24 -1.39  0.20
19 C 1.20 5.22 1.74  -0.28
20 C 3.92 0.51 -1.74  0.19
21 C -3.33 -3.48 2.83  -0.29
22 C -0.40 4.01 -1.09  -0.24
23 C 7.33 -1.11 -1.27  -0.22
24 C 5.50 0.77 -1.94  -0.45
25 C -1.94 7.88 -0.22  -0.28
26 C 6.33 0.04 -0.74  -0.42
27 C -0.94 -1.44 -0.67  -0.21
28 C 2.11 -0.94 -1.19  0.10
29 C -5.93 -3.13 0.56  -0.24
30 C 2.89 1.66 -1.94  -0.02
31 H -0.93 3.24 -0.53  0.20
32 H 0.67 3.86 -1.00  0.18
33 H 7.85 -0.81 -2.24  0.19
34 H -2.04 -1.64 -0.44  0.24
35 H -2.78 8.54 -0.46  0.20
36 H 2.34 -3.21 -0.65  0.24
37 H -0.21 -3.71 -0.15  0.25
38 H -1.32 8.36 0.53  0.17
39 H -4.29 -3.36 3.33  0.18
40 H -2.74 -4.24 3.35  0.17
41 H 5.75 -2.49 -1.01  0.36
42 H -2.79 -2.53 2.86  0.21
43 H -6.69 -7.93 2.25  0.20
44 H 5.64 -0.46 0.04  0.22
45 H -1.21 0.77 -1.22  0.24
46 H 6.95 0.83 -0.16  0.21
47 H 1.52 5.73 0.83  0.17
48 H 5.86 0.31 -2.93  0.23
49 H 8.11 -1.37 -0.45  0.19
50 H -0.67 3.93 -2.14  0.19
51 H -6.95 -3.01 0.20  0.19
52 H -1.37 7.71 -1.13  0.19
53 H -6.98 -6.21 2.55  0.19
54 H -5.53 -7.02 3.23  0.17
55 H 3.32 2.69 -2.24  0.21
56 H 1.94 4.48 2.03  0.20
57 H 1.08 5.94 2.55  0.17
58 H 6.35 -2.46 -2.53  0.35
59 H -5.25 -3.15 -0.30  0.21
60 H -5.68 -2.28 1.20  0.17
61 H 5.78 1.88 -1.94  0.23

Results
- charge = 0
- calculated total energy (hartree) = -2114.90212
- relative energy (zero: lowest compared OMol25 entry of this formula, charge and spin) (kcal/mol) = 200.95
- E_HOMO (eV) = -8.540
- multiplicity = 1
- LUMO energy (eV) = -2.54
- SMILES string = NCCCc1cnc2ccccc2n1.COP(=O)(OC)OC.COP(=O)(OC)OC

***

Which of these has the highest multiplicity?
C10H11Cl2N2O